Here is a cluster of 2 separate species, C4H13NO in total in a non-equilibrium geometry from the Open Molecules 2025 dataset. Energies are from ωB97M-V/def2-TZVPD.

Each line ends with the Mulliken charge.
CARTESIAN COORDINATES (ANGSTROEM)
1 C 1.1437 -1.6180 -0.2047  -1.15
2 C 1.0147 -0.0857 -0.0970  -0.15
3 C 0.5509 0.3526 1.3018  -0.50
4 C -0.9302 0.8020 1.3566  -0.48
5 N -1.7153 -0.2786 0.8028  -0.08
6 H 1.6512 -1.9799 0.6861  0.37
7 H 1.6789 -1.8722 -1.0947  0.39
8 H 0.1488 -2.0548 -0.3404  0.27
9 H 2.0070 0.3066 -0.3197  0.49
10 H 0.4825 0.3387 -0.9532  -0.21
11 H 0.6849 -0.5184 1.9385  0.35
12 H 1.2301 1.1081 1.6741  0.36
13 H -1.3288 1.7460 0.9648  0.35
14 H -1.0864 0.8280 2.4358  0.37
15 H -1.7256 -0.1746 -0.2150  0.28
16 H -2.6374 -0.4961 1.1919  0.34
17 H 0.4041 1.2000 -2.9109  0.32
18 H -1.1265 0.8746 -3.0085  0.30
19 O -0.4463 1.5217 -3.2082  -0.62

The value obtained for the LUMO energy (alpha / beta) is -3.78 / -9.03 eV. The electronic energy is -289.82968 Ha. The energy above the lowest of the compared OMol25 structures with the same formula, charge and spin comes out at 1.427 eV. The spin multiplicity is 2. The HOMO-LUMO gap (alpha / beta) is 11.08 / 5.83 eV. As for the total charge: +1.